This record from OMol25 describes a single C2H2N4O2 molecule in a non-equilibrium geometry. The level of theory is ωB97M-V with the def2-TZVPD basis set.

XYZ file:
```
10
Properties=species:S:1:pos:R:3:forces:R:3
H -0.916 -1.837 -0.904 -2.04 0.39 -0.83
N 0.042 -1.807 -0.772 3.65 -0.26 0.84
C 0.501 -0.783 -0.232 -1.29 1.43 2.81
N 1.695 -0.530 0.556 -0.55 3.88 -0.71
N 1.641 0.697 0.955 3.78 -1.86 1.11
O 0.532 1.486 0.750 -0.48 -5.02 -1.72
N -0.250 0.373 0.244 -4.95 1.40 -2.93
C -1.544 0.640 -0.391 -1.31 0.17 1.34
O -2.103 -0.252 -1.029 1.10 2.60 1.33
H -2.154 1.693 -0.006 2.09 -2.71 -1.24
```
Forces are in eV/Å.

## Properties
* E_HOMO: -0.381 Eh
* Kohn-Sham gap: 0.3517 hartree
* molar mass: 114.064 g mol⁻¹
* ΔE to the lowest compared entry with this formula, charge and spin: 158.23 kcal/mol
* largest force on an atom: 0.11511 hartree/bohr
* calculated total energy: -12155.886 eV
* LUMO: -0.0298 Ha

Here are the Löwdin charges for atoms 1 to 8, given in e: 0.020 0.207 -0.386 0.132 0.011 0.013 -0.017 -0.195


This record from OMol25 describes a molecular structure, C18H28NTi in a non-equilibrium geometry. The level of theory is ωB97M-V with the def2-TZVPD basis set.

XYZ file:
```
48
Properties=species:S:1:pos:R:3:forces:R:3
C 1.157 1.901 -1.298 0.26 -1.02 1.99
H 2.130 2.185 -0.957 0.80 0.43 -0.09
H 1.195 1.191 -2.102 -0.07 0.45 -0.79
H 1.539 0.942 1.101 2.24 0.33 0.92
C 0.132 2.943 -1.126 -1.33 1.23 -0.45
H -0.900 2.684 -1.441 0.44 -0.30 -0.11
H 0.006 3.303 -0.084 0.37 -0.28 -0.06
C 0.600 4.136 -1.972 0.59 0.63 -0.34
H -0.158 4.895 -2.139 -0.13 -0.01 0.10
H 1.474 4.619 -1.496 -0.43 -0.26 -0.18
H 0.947 3.756 -2.945 -0.23 0.24 0.23
C -0.783 -1.723 -0.084 -0.88 0.55 -0.49
C -1.411 -0.811 -0.995 0.91 0.06 -0.21
C -0.480 -0.526 -2.040 -1.62 -0.05 0.18
C 0.770 -1.163 -1.712 0.78 -1.25 1.69
C 0.584 -1.890 -0.487 1.00 0.98 -1.72
C 1.563 -2.829 0.097 0.56 -0.30 0.50
C 1.975 -1.241 -2.578 0.50 0.05 -0.26
C -0.795 0.187 -3.309 -0.19 0.30 -0.19
C -2.826 -0.384 -0.949 -0.89 0.30 0.06
C -1.461 -2.442 1.011 -0.19 0.16 0.52
Ti 0.509 0.589 0.030 -1.41 -2.38 -2.33
H 2.850 -1.608 -2.022 -0.32 0.12 -0.23
H 1.801 -1.944 -3.412 -0.01 0.19 0.26
H 2.249 -0.277 -3.030 -0.13 -0.28 0.06
H 2.590 -2.550 -0.176 -0.32 -0.18 0.13
H 1.498 -2.853 1.196 0.03 -0.16 -0.39
H 1.392 -3.858 -0.266 0.00 0.34 0.10
H -2.352 -1.890 1.346 0.23 -0.25 -0.14
H -1.795 -3.442 0.688 0.15 0.25 -0.02
H -0.800 -2.576 1.880 -0.19 -0.13 -0.34
H -2.990 0.533 -1.538 -0.01 -0.38 0.25
H -3.486 -1.168 -1.364 0.22 0.34 0.19
H -3.159 -0.182 0.085 0.08 -0.11 -0.42
H -0.042 0.938 -3.602 -0.17 -0.39 0.09
H -0.857 -0.533 -4.144 0.03 0.12 0.28
H -1.766 0.702 -3.249 0.34 -0.26 -0.05
C -0.545 0.725 4.650 -0.11 0.02 0.34
C -1.153 1.561 3.717 -0.52 0.61 -0.51
C -0.992 1.302 2.358 0.54 -1.00 0.98
N -0.231 0.249 1.964 -0.04 1.22 0.40
C 0.465 -0.503 2.850 -0.98 0.70 0.58
C 0.271 -0.319 4.220 0.40 -0.62 -0.47
H -0.695 0.901 5.724 0.10 -0.07 -0.56
H -1.764 2.425 4.004 0.32 -0.47 0.08
H -1.410 1.927 1.559 -0.12 -0.19 0.45
H 1.183 -1.218 2.443 -0.34 0.17 0.19
H 0.777 -1.009 4.909 -0.26 0.57 -0.21
```
Forces are in eV/Å.

## Properties
* E_HOMO (alpha / beta): -0.578 / -0.574 Eh
* spin multiplicity: 2
* Kohn-Sham gap (alpha / beta): 0.2898 / 0.2081 hartree
* molar mass: 306.296 g mol⁻¹
* ⟨S²⟩: 0.7631
* ΔE to the lowest compared entry with this formula, charge and spin: 0.00 kcal/mol
* total charge: +2
* largest force on an atom: 0.07037 hartree/bohr
* calculated total energy: -43706.609 eV
* LUMO (alpha / beta): -0.2880 / -0.3661 Ha

Here are the Löwdin charges for atoms 1 to 8, given in e: -0.259 0.095 0.032 0.045 -0.321 0.122 0.119 -0.068


This record from OMol25 describes a molecular structure, C11H21F6I2LuO2P2 in a non-equilibrium geometry. The level of theory is ωB97M-V with the def2-TZVPD basis set.

XYZ file:
```
45
Properties=species:S:1:pos:R:3:forces:R:3
I -2.783 -0.007 -0.156 0.32 -0.01 0.04
I 2.851 0.126 0.333 -0.29 -0.38 -0.54
Lu 0.026 -0.010 -0.260 -0.95 -0.65 -1.05
P -0.007 -2.600 -0.277 0.78 1.50 2.19
C -0.183 -3.326 1.347 -0.95 -0.08 0.19
C -1.279 -3.056 -1.316 -1.40 -1.21 -1.35
H -1.053 -4.100 -1.528 -0.57 -0.36 -0.51
H 1.393 -4.105 -1.219 0.62 -0.14 -0.26
H -1.277 -2.463 -2.241 -0.04 -0.31 0.15
H 1.783 -2.475 -1.867 -0.15 -0.41 0.31
H -1.124 -2.987 1.809 0.11 -0.34 -0.30
H -2.254 -2.945 -0.829 0.26 -0.13 -0.15
C 1.545 -3.054 -0.955 1.09 -0.81 -0.81
H -0.162 -4.365 1.183 -0.34 -1.69 0.35
H 2.392 -2.953 -0.257 -0.52 -0.13 -0.19
H 0.610 -3.046 2.035 -0.43 -0.70 -0.70
P 0.012 2.541 -0.242 -0.39 -0.76 0.44
C -0.201 3.281 1.340 -0.03 0.77 0.98
C 1.525 3.070 -0.968 1.02 0.76 -0.58
H -1.304 2.439 -2.249 0.02 0.38 0.33
H -1.082 4.085 -1.551 -0.38 0.18 -0.33
H -2.277 2.932 -0.837 0.44 0.13 -0.17
C -1.294 3.041 -1.322 -0.64 0.47 -0.58
H 1.760 2.490 -1.879 -0.16 0.40 0.28
H 1.361 4.119 -1.222 0.58 0.15 -0.25
H -0.191 4.364 1.168 -0.06 0.00 0.45
H 0.616 3.002 2.031 -0.31 0.20 -0.37
H 2.367 2.962 -0.266 -0.35 0.26 -0.21
H -1.159 2.982 1.800 0.34 0.17 -0.30
C -0.331 0.093 1.930 -1.64 -0.15 13.06
O -0.415 -0.001 3.195 -0.49 1.62 -11.54
C 0.994 -2.044 4.111 0.19 0.28 0.49
C 1.894 -1.468 3.016 -1.37 0.61 -2.02
O 1.115 -1.358 1.515 4.65 2.11 1.77
C 2.506 -0.085 3.488 1.81 1.93 1.74
F 2.702 -0.190 4.809 -0.34 -0.19 -0.45
F 3.773 0.220 3.006 -1.49 -1.02 0.15
F 1.811 1.070 3.329 0.14 -1.25 -0.57
C 3.053 -2.431 2.748 1.66 -2.42 0.59
F 3.715 -2.528 3.908 -0.08 0.18 -0.19
F 2.642 -3.696 2.442 -0.42 1.10 0.13
F 3.980 -2.159 1.811 -0.91 0.64 0.06
H 0.176 -1.404 4.455 0.53 -0.26 -0.30
H 1.675 -2.131 4.943 0.12 -0.18 0.43
H 0.619 -3.038 3.943 0.01 -0.30 -0.43
```
Forces are in eV/Å.

## Properties
* E_HOMO (alpha / beta): -0.549 / -0.547 Eh
* Kohn-Sham gap (alpha / beta): 0.1617 / 0.1449 hartree
* molar mass: 789.998 g mol⁻¹
* ΔE to the lowest compared entry with this formula, charge and spin: 140.47 kcal/mol
* total charge: +2
* largest force on an atom: 0.25591 hartree/bohr
* calculated total energy: -100527.054 eV
* LUMO (alpha / beta): -0.3877 / -0.4025 Ha

Here are the Löwdin charges for atoms 1 to 8, given in e: 0.383 1.154 0.715 0.645 -0.183 -0.300 0.077 0.077